This record from OMol25 describes C42H35AuF12N2O2S as an isolated structure in a non-equilibrium geometry. The level of theory is the ωB97M-V functional and the def2-TZVPD basis.

```
95
Properties=species:S:1:pos:R:3:forces:R:3:mulliken_charge:R:1
Au 0.174 -0.519 1.419 0.40 -1.06 -0.17 0.965
C -6.738 1.474 2.096 0.19 -0.02 0.06 -1.664
C -5.245 1.467 1.879 -0.23 -0.03 -0.10 0.242
C -4.447 2.532 2.292 0.09 0.00 0.01 -1.044
C -3.080 2.462 2.196 -0.15 -0.02 -0.04 -0.389
C -2.397 1.316 1.692 0.29 0.15 0.03 0.783
N -1.057 1.248 1.815 -0.53 0.60 0.09 0.290
C -0.213 2.314 1.850 -0.27 0.03 0.03 0.334
C -0.396 3.394 0.951 0.06 0.05 0.02 -0.154
C 0.426 4.499 0.945 0.01 0.02 0.02 -1.141
C 1.481 4.599 1.845 0.11 0.11 0.10 0.645
C 2.378 5.812 1.898 -0.02 -0.21 -0.10 -1.566
C 1.709 3.523 2.698 -0.17 0.02 -0.26 -0.847
C 0.930 2.369 2.707 0.12 0.02 0.05 -1.192
C 1.293 1.219 3.697 -0.19 -0.22 0.21 2.226
O 0.986 -0.051 3.386 0.35 0.43 0.62 -1.064
C 0.590 1.589 5.051 -0.08 0.16 0.14 0.408
F -0.742 1.497 4.943 0.22 -0.02 0.00 -0.225
F 0.848 2.863 5.481 -0.06 -0.26 -0.03 -0.301
F 0.961 0.781 6.076 -0.05 0.09 -0.16 -0.302
C 2.845 1.190 3.981 0.19 -0.01 0.13 0.269
F 3.203 0.058 4.610 0.02 0.21 -0.14 -0.264
F 3.554 1.229 2.826 -0.07 -0.07 0.14 -0.248
F 3.361 2.193 4.765 -0.08 -0.14 -0.14 -0.303
C -3.221 0.255 1.189 0.00 -0.07 -0.06 -0.950
C -4.608 0.370 1.320 0.12 0.20 0.15 -0.559
C -2.674 -1.050 0.536 0.10 -0.17 -0.16 0.897
O -1.418 -1.051 0.030 -0.89 -0.16 -0.08 0.039
C -3.567 -1.443 -0.712 -0.34 -0.10 -0.06 0.115
F -4.790 -2.005 -0.455 0.23 0.12 -0.06 -0.318
F -3.818 -0.363 -1.488 -0.04 -0.15 0.19 -0.341
F -2.945 -2.340 -1.502 -0.35 -0.08 0.34 -0.245
C -2.845 -2.223 1.572 -0.14 -0.09 0.17 0.558
F -2.073 -2.066 2.653 -0.02 0.01 -0.16 -0.188
F -4.114 -2.370 2.051 0.19 -0.01 -0.10 -0.309
F -2.522 -3.427 1.032 0.02 0.15 0.04 -0.326
H -7.156 2.477 1.976 -0.04 -0.01 -0.03 0.363
H -6.979 1.138 3.111 -0.11 0.01 -0.03 0.271
H -7.239 0.801 1.397 -0.05 0.02 0.00 0.373
H -4.909 3.420 2.717 0.00 0.00 0.02 0.321
H -2.472 3.281 2.557 -0.01 -0.01 0.03 0.445
H -1.222 3.322 0.253 0.00 0.00 0.01 0.538
H 0.251 5.299 0.230 -0.04 0.01 0.01 0.251
H 1.919 6.663 1.392 0.01 0.03 0.02 0.381
H 3.339 5.613 1.411 0.03 0.09 0.02 0.272
H 2.585 6.093 2.934 0.03 0.07 -0.02 0.358
H 2.534 3.620 3.388 0.01 -0.05 0.01 0.529
H -5.240 -0.440 0.986 0.02 -0.04 -0.01 0.407
N 2.134 -0.533 0.234 1.36 -0.03 -0.27 -0.300
S 3.077 -1.773 -0.100 -0.99 0.29 0.08 -0.208
C 2.732 -2.988 1.173 -0.19 0.08 0.52 0.683
C 3.713 -3.218 2.131 -0.02 0.06 -0.44 -0.572
C 3.382 -3.857 3.311 -0.08 -0.20 0.28 -0.514
C 2.067 -4.248 3.546 0.19 0.18 -0.19 -0.488
C 1.087 -3.999 2.594 -0.09 -0.25 0.21 -0.497
C 1.405 -3.353 1.413 0.21 0.04 -0.34 -0.615
C 2.282 -2.633 -1.486 0.72 -0.18 -0.65 0.751
C 2.866 -3.883 -1.705 -0.15 0.23 0.21 -0.816
C 2.617 -4.605 -2.853 0.00 -0.17 -0.14 -0.826
C 1.804 -4.054 -3.831 0.00 0.17 0.15 -1.043
C 1.243 -2.800 -3.630 -0.03 -0.31 -0.21 -0.423
C 1.451 -2.056 -2.471 -0.10 0.22 0.69 1.040
H 2.730 0.205 0.608 0.04 -0.09 -0.06 0.083
H 4.726 -2.879 1.940 0.00 0.03 0.09 0.312
H 4.141 -4.032 4.063 0.00 0.02 -0.01 0.366
H 1.808 -4.720 4.486 -0.03 -0.02 -0.01 0.356
H 0.063 -4.296 2.784 -0.03 0.10 -0.02 0.401
H 0.647 -3.145 0.667 -0.08 0.00 0.06 0.454
H 3.524 -4.280 -0.939 0.01 -0.08 -0.04 0.391
H 3.069 -5.580 -2.994 -0.01 0.00 0.02 0.354
H 1.603 -4.590 -4.750 0.01 0.00 -0.01 0.410
H 0.627 -2.393 -4.417 -0.03 0.07 0.04 0.270
H 1.545 0.000 -1.941 -0.03 0.02 0.04 1.194
C -0.508 1.297 -2.751 0.01 -0.02 0.10 -1.980
C -0.121 -0.095 -3.296 -0.06 -0.09 -0.10 3.343
C -1.414 -0.921 -3.428 0.12 0.22 0.00 -1.216
C 0.779 -0.722 -2.221 0.03 0.02 -0.29 -0.555
C 0.585 0.170 -4.628 -0.09 0.05 0.09 -0.332
C -0.150 0.614 -5.730 0.08 -0.04 -0.16 -0.648
C 0.468 0.985 -6.916 -0.09 0.00 0.12 -0.950
C 1.848 0.931 -7.029 0.07 0.02 -0.09 -0.382
C 2.597 0.498 -5.947 -0.06 0.01 0.06 -0.990
C 1.971 0.121 -4.764 0.09 0.02 -0.12 0.056
H -1.040 1.192 -1.803 0.03 -0.05 0.03 0.029
H -1.144 1.834 -3.458 -0.05 -0.03 -0.01 0.522
H 0.387 1.898 -2.572 0.00 0.04 -0.02 0.550
H -2.018 -0.760 -2.536 0.42 0.03 -0.38 -0.253
H -1.210 -1.989 -3.489 -0.06 -0.02 -0.03 0.319
H -2.009 -0.635 -4.296 -0.02 0.03 -0.02 0.616
H 0.161 -0.836 -1.325 0.01 0.09 -0.08 -1.034
H -1.228 0.684 -5.666 0.00 0.00 0.06 0.323
H -0.134 1.337 -7.745 0.00 -0.02 -0.01 0.370
H 2.331 1.232 -7.952 0.03 -0.01 0.01 0.358
H 3.678 0.466 -6.013 0.01 -0.04 0.00 0.395
H 2.586 -0.222 -3.943 -0.03 0.04 0.07 0.355
```
Forces are in eV/Å.

Results
* energy: -3613.7434 hartree
* charge: -2
* energy relative to the best compared isomer or geometry (same formula, charge and spin): 0.0000 eV
* orbital gap: 4.0557 eV
* spin multiplicity: 1
* HOMO energy: -0.1 eV


This record from OMol25 describes C42H35BrN6O4ReS2 as an isolated structure. The level of theory is the ωB97M-V functional and the def2-TZVPD basis.

```
91
Properties=species:S:1:pos:R:3:forces:R:3:lowdin_spin:R:1
Re -0.946 -0.116 0.010 0.52 0.33 0.24 0.792
C -0.600 2.463 -2.740 -0.02 -0.03 -0.03 0.000
C -1.855 2.969 -2.095 0.01 -0.01 0.10 0.000
C -2.790 3.645 -2.871 0.01 0.04 0.04 0.000
C -3.961 4.132 -2.317 -0.02 0.01 -0.02 0.000
C -4.191 3.960 -0.965 -0.03 0.03 0.00 0.000
C -3.275 3.299 -0.153 0.02 -0.04 -0.02 0.001
C -3.562 3.183 1.314 -0.02 0.08 0.00 0.001
C -2.110 2.780 -0.730 -0.02 -0.12 -0.02 0.002
N -1.223 1.979 0.076 0.06 0.09 -0.05 0.021
C -0.589 2.639 1.085 -0.09 0.07 0.00 0.009
O -0.572 3.840 1.295 0.00 -0.02 -0.03 0.020
C 0.130 1.717 2.041 0.00 -0.03 0.03 -0.001
C 0.824 2.134 3.155 -0.02 0.01 0.03 0.002
C 1.407 1.166 3.969 -0.04 -0.03 0.01 -0.001
C 1.287 -0.180 3.654 0.02 0.01 -0.02 0.003
C 0.599 -0.525 2.504 0.01 0.00 -0.07 0.000
N 0.049 0.417 1.745 -0.03 0.00 0.18 0.004
C 0.491 -1.923 1.949 -0.05 0.01 0.04 0.014
O 1.023 -2.839 2.551 -0.01 0.01 0.00 0.038
N -0.158 -1.970 0.753 0.04 -0.08 -0.01 0.038
C -0.079 -3.262 0.116 -0.04 -0.05 0.01 0.001
C -1.218 -4.069 0.012 0.02 0.00 0.01 0.003
C -2.531 -3.678 0.620 0.02 0.03 0.01 0.000
C -1.132 -5.278 -0.669 0.04 0.02 -0.04 0.000
C 0.056 -5.695 -1.242 -0.01 -0.01 0.00 0.002
C 1.182 -4.905 -1.109 0.01 0.00 -0.02 0.000
C 1.139 -3.697 -0.420 0.00 0.03 0.03 0.002
C 2.416 -2.928 -0.242 0.00 0.02 -0.05 0.001
H -0.502 2.869 -3.747 0.00 -0.02 0.00 0.000
H 0.277 2.755 -2.166 0.10 0.00 0.05 0.000
H -0.598 1.374 -2.813 0.02 -0.04 0.01 0.000
H -2.587 3.791 -3.925 0.01 0.00 0.00 0.000
H -4.684 4.652 -2.933 0.00 0.00 -0.01 0.000
H -5.100 4.346 -0.517 0.00 0.00 0.00 0.000
H -4.637 3.202 1.494 0.02 0.01 0.00 0.000
H -3.160 2.269 1.744 0.02 -0.04 -0.02 0.000
H -3.102 4.017 1.850 -0.01 0.00 0.01 0.000
H 0.890 3.193 3.361 -0.01 0.00 -0.01 0.000
H 1.955 1.467 4.853 0.01 -0.01 0.00 0.000
H 1.726 -0.968 4.249 -0.01 -0.01 0.00 0.000
H -2.801 -2.656 0.363 -0.04 0.01 -0.03 0.000
H -3.324 -4.338 0.270 0.00 0.01 0.03 0.000
H -2.497 -3.731 1.709 0.02 0.03 0.02 0.000
H -2.020 -5.895 -0.752 -0.01 0.00 0.01 0.000
H 0.107 -6.633 -1.781 -0.01 0.00 0.00 0.000
H 2.124 -5.226 -1.539 0.01 0.00 0.00 0.000
H 3.046 -3.016 -1.129 0.00 0.00 0.01 0.000
H 2.233 -1.874 -0.055 0.02 0.02 0.00 0.000
H 2.969 -3.316 0.615 0.00 -0.01 0.02 0.000
Br 1.778 0.772 -0.617 -0.42 -0.15 -0.17 -0.005
C 1.844 -0.156 -2.269 0.16 0.03 -0.03 -0.003
C 2.971 -0.003 -3.015 0.00 0.00 -0.02 0.003
C 3.098 -0.722 -4.220 -0.04 -0.01 0.03 -0.002
C 2.094 -1.560 -4.600 0.00 0.01 0.00 0.002
C 0.917 -1.714 -3.823 0.01 -0.02 -0.02 -0.001
C -0.094 -2.597 -4.257 -0.04 0.00 0.02 0.010
C -1.222 -2.746 -3.510 0.06 0.02 -0.03 -0.001
C -1.382 -2.015 -2.319 0.00 0.01 0.02 0.013
C -0.447 -1.128 -1.827 -0.28 -0.08 -0.01 -0.013
C 0.749 -0.988 -2.607 0.02 0.02 0.02 0.000
H 3.762 0.655 -2.681 0.01 0.00 0.00 0.000
H 3.990 -0.609 -4.821 0.00 0.00 0.00 0.000
H 2.174 -2.132 -5.517 0.00 0.00 0.00 0.000
H 0.052 -3.149 -5.177 0.00 -0.01 0.00 0.001
H -2.000 -3.435 -3.814 0.00 0.00 0.00 0.000
H -2.290 -2.193 -1.759 0.00 -0.01 -0.01 0.001
N -4.166 4.128 5.542 -0.01 0.00 0.01 0.000
C -3.948 2.930 4.891 0.00 -0.03 -0.01 0.000
C -5.005 2.251 4.278 0.00 -0.03 0.01 0.000
C -4.787 1.050 3.632 0.00 0.07 0.01 0.000
C -3.509 0.509 3.604 -0.01 -0.12 0.00 0.000
C -2.461 1.142 4.258 0.01 0.03 0.03 0.000
C -2.674 2.348 4.889 -0.01 0.03 0.02 0.000
S -3.182 -0.931 2.665 -0.09 0.18 -0.12 0.001
O -4.435 -1.592 2.430 -0.03 -0.02 0.05 0.001
O -2.070 -1.607 3.256 0.08 0.01 -0.03 0.001
N -2.682 -0.345 1.202 0.07 -0.33 -0.03 0.005
C -3.546 -0.139 0.180 -0.06 0.09 -0.21 0.019
S -5.237 0.056 0.009 -0.03 0.00 -0.05 0.005
C -4.986 0.403 -1.678 0.00 -0.01 0.05 0.001
C -3.681 0.341 -2.003 0.02 0.03 -0.06 0.003
N -2.871 0.016 -0.943 -0.04 -0.08 0.11 0.002
H -4.992 4.639 5.280 -0.01 0.01 0.00 0.000
H -3.361 4.712 5.693 0.01 0.00 0.00 0.000
H -6.000 2.679 4.302 0.00 0.00 0.00 0.000
H -5.600 0.531 3.142 -0.01 0.00 0.02 0.000
H -1.488 0.671 4.283 0.08 0.01 -0.04 0.000
H -1.856 2.851 5.392 -0.01 -0.01 0.00 0.000
H -5.824 0.596 -2.326 0.01 0.01 -0.01 0.000
H -3.252 0.497 -2.980 0.00 -0.01 0.01 0.000
```
Forces are in eV/Å.

Results
* energy: -5699.7698 hartree
* orbital gap (alpha / beta): 6.6639 / 6.8467 eV
* spin multiplicity: 2
* HOMO energy (alpha / beta): -7.5 / -7.6 eV


> Look up the spin multiplicity of the first one.

1


> Which of these has the highest energy?

C42H35AuF12N2O2S


> Among the records above, which one has the highest energy?

C42H35AuF12N2O2S


> The highest spin multiplicity belongs to which entry?

C42H35BrN6O4ReS2